#P
The following is a DFT calculation (ωB97M-V/def2-TZVPD) of C25H28F5N9OS3ScTe as an isolated structure.

Output
**E_HOMO**: -9.84 eV
**M**: 834.3 g mol⁻¹
**Lowest unoccupied orbital energy**: -3.505 eV

```
! wB97M-V def2-TZVPD RIJCOSX def2/J DEFGRID3
* xyz 1 1
Sc 0.059 0.130 0.706
C -6.565 0.312 0.121
C -5.673 -0.881 0.540
N -4.639 -0.454 1.492
C -3.531 0.266 1.195
S -3.230 0.739 -0.488
N -2.793 0.625 2.211
N -1.553 1.166 1.984
C -1.203 2.180 2.727
C -2.122 2.949 3.641
C 0.188 2.578 2.634
C 0.751 3.584 3.465
C 2.115 3.851 3.395
C 2.889 3.132 2.449
C 2.271 2.165 1.693
N 0.952 1.917 1.731
H -7.249 0.010 -0.674
H -7.178 0.656 0.977
H -5.959 1.160 -0.258
H -6.299 -1.650 1.028
H -5.192 -1.311 -0.348
H -4.819 -0.534 2.496
H -2.182 4.031 3.387
H -3.124 2.510 3.518
H -1.845 2.845 4.700
H 0.099 4.104 4.167
H 2.572 4.598 4.067
H 3.951 3.337 2.321
H 2.829 1.527 1.013
C 2.285 -4.047 -0.568
C 1.682 -2.671 -0.589
N 1.490 -1.928 0.474
N 1.749 -2.645 1.670
C 1.734 -2.040 2.884
N 2.146 -2.859 3.891
S 1.164 -0.497 3.165
C 1.278 -2.106 -1.878
C 1.536 -2.700 -3.140
C 1.007 -2.159 -4.316
C 0.210 -1.010 -4.204
C 0.009 -0.483 -2.926
N 0.572 -0.970 -1.801
H 1.571 -4.826 -0.234
H 3.153 -4.050 0.133
H 2.650 -4.358 -1.564
H 1.632 -3.658 1.574
H 2.703 -3.677 3.632
H 2.296 -2.481 4.819
H 2.081 -3.630 -3.178
H 1.193 -2.648 -5.246
H -0.254 -0.530 -5.055
H -0.617 0.399 -2.778
F -1.092 -1.293 1.184
Te -2.070 -2.277 -1.071
F -1.551 -3.088 -2.806
F -3.238 -2.947 0.337
F -0.851 -3.703 -0.407
F -3.837 -2.227 -1.997
O -1.713 1.043 -0.652
S 0.933 3.657 -2.930
C 0.329 2.807 -1.561
N 1.011 1.801 -1.083
C 2.184 1.641 -1.825
C 3.157 0.638 -1.608
C 4.170 0.488 -2.551
C 4.279 1.394 -3.634
C 3.353 2.405 -3.812
C 2.275 2.550 -2.928
H -0.610 3.127 -1.142
H 3.089 -0.058 -0.759
H 4.888 -0.325 -2.451
H 5.095 1.276 -4.327
H 3.408 3.119 -4.629
*
```

***

#Q
The following is a DFT calculation (ωB97M-V/def2-TZVPD) of C25H28F5N9OS3ScTe as an isolated structure.

Output
**E_HOMO**: -9.61 eV
**M**: 834.3 g mol⁻¹
**Lowest unoccupied orbital energy**: -5.146 eV

```
! wB97M-V def2-TZVPD RIJCOSX def2/J DEFGRID3
* xyz 1 1
Sc 1.015 -1.331 0.046
C -4.436 -2.894 2.754
C -4.317 -2.139 1.417
N -3.423 -1.048 1.612
C -2.064 -1.135 1.351
S -1.353 -2.626 0.718
N -1.478 0.020 1.612
N -0.133 0.232 1.459
C 0.216 1.379 2.055
C -0.727 2.186 2.871
C 1.591 1.859 1.899
C 1.747 3.273 1.960
C 2.952 3.819 1.593
C 4.006 3.008 1.100
C 3.745 1.623 1.060
N 2.618 1.060 1.510
H -4.972 -3.809 2.515
H -3.490 -3.160 3.171
H -5.146 -2.342 3.437
H -3.815 -2.817 0.679
H -5.287 -1.785 1.051
H -3.707 -0.120 2.006
H -1.439 1.638 3.453
H -0.193 2.827 3.535
H -1.366 2.840 2.249
H 0.860 3.860 2.221
H 3.116 4.890 1.692
H 4.936 3.389 0.692
H 4.578 0.980 0.805
C -2.909 2.068 -4.508
C -2.016 1.218 -3.781
N -1.028 1.658 -3.026
N -1.058 2.989 -2.817
C 0.032 3.810 -2.999
N -0.166 5.168 -2.835
S 1.679 3.331 -3.274
C -2.190 -0.235 -3.854
C -2.401 -0.829 -5.115
C -2.376 -2.206 -5.295
C -2.245 -2.987 -4.134
C -1.845 -2.346 -2.938
N -1.716 -1.001 -2.879
H -3.389 2.699 -3.793
H -3.782 1.523 -4.928
H -2.422 2.727 -5.226
H -1.835 3.426 -2.245
H -0.868 5.432 -2.183
H 0.695 5.700 -2.941
H -2.533 -0.149 -5.946
H -2.235 -2.626 -6.279
H -2.390 -4.062 -4.133
H -1.516 -2.845 -2.027
F 4.349 -0.528 -1.307
Te 2.975 -0.469 -2.809
F 1.559 -0.722 -4.169
F 3.270 -2.331 -2.867
F 1.625 2.672 -4.806
F 1.330 -3.108 -0.692
O 1.548 -0.306 -1.529
S 4.869 -2.847 2.427
C 3.702 -2.452 1.222
N 2.483 -2.083 1.589
C 2.378 -2.134 2.978
C 1.255 -1.820 3.734
C 1.352 -1.878 5.116
C 2.528 -2.189 5.723
C 3.628 -2.588 4.980
C 3.604 -2.490 3.596
H 4.013 -2.563 0.194
H 0.304 -1.611 3.219
H 0.535 -1.676 5.789
H 2.594 -2.130 6.801
H 4.578 -2.888 5.443
*
```

***

Of them, #P has the highest stability.

***

#P
The following is a DFT calculation (ωB97M-V/def2-TZVPD) of an isolated ion of composition C3H9N2S and charge -1.

Output
**SMILES**: NCNCC[S-]
**E_HOMO**: -2.35 eV
**M**: 105.2 g mol⁻¹
**Lowest unoccupied orbital energy**: 3.883 eV

```
! wB97M-V def2-TZVPD RIJCOSX def2/J DEFGRID3
* xyz -1 1
N -1.860 -1.537 -1.884
C -0.694 -0.720 -2.140
N -0.683 0.434 -1.291
C -0.299 0.080 0.143
C 0.974 0.936 0.610
S 1.327 0.472 2.419
H -1.773 -1.971 -0.993
H -2.681 -0.957 -1.683
H -0.614 -0.454 -3.205
H 0.109 -1.359 -1.973
H -0.164 1.291 -1.678
H -1.166 0.279 0.739
H -0.025 -0.985 0.145
H 1.832 0.533 0.020
H 1.166 2.023 0.460
*
```

***

#Q
The following is a DFT calculation (ωB97M-V/def2-TZVPD) of an isolated ion of composition C3H9N2S and charge -1.

Output
**SMILES**: NCNCC[S-]
**E_HOMO**: -2.40 eV
**M**: 105.2 g mol⁻¹
**Lowest unoccupied orbital energy**: 3.724 eV

```
! wB97M-V def2-TZVPD RIJCOSX def2/J DEFGRID3
* xyz -1 1
N -0.250 -2.428 0.921
C -0.373 -1.673 -0.433
N 0.201 -0.424 -0.609
C -0.266 0.989 -0.408
C 0.490 2.043 0.409
S -0.241 3.699 0.137
H 0.498 -3.070 0.725
H 0.004 -1.639 1.591
H -0.070 -2.293 -1.209
H -1.436 -1.481 -0.689
H 1.136 -0.165 -0.629
H -1.287 1.018 -0.020
H -0.261 1.564 -1.451
H 1.557 1.869 0.182
H 0.300 1.990 1.483
*
```

***

Of them, #P has the highest stability.

***

#P
The following is a DFT calculation (ωB97M-V/def2-TZVPD) of C17H17F2IrN4O6PSe as an isolated structure.

Output
**E_HOMO**: -12.56 eV
**M**: 713.5 g mol⁻¹
**Lowest unoccupied orbital energy**: -5.453 eV

```
! wB97M-V def2-TZVPD RIJCOSX def2/J DEFGRID3
* xyz 1 1
Ir -1.491 -0.286 0.545
F -4.293 0.215 1.064
C -3.082 0.236 1.680
F -2.928 1.526 2.123
H -3.117 -0.418 2.553
C -3.771 1.120 -1.653
P -2.812 -0.377 -1.346
C -3.974 -1.755 -1.222
C -2.010 -0.638 -2.954
H -4.316 0.992 -2.590
H -3.089 1.966 -1.748
H -4.476 1.320 -0.852
H -4.580 -1.772 -2.128
H -4.624 -1.645 -0.358
H -3.427 -2.696 -1.148
H -2.745 -1.068 -3.636
H -1.161 -1.309 -2.875
H -1.682 0.317 -3.361
O -0.040 -1.043 4.631
C 0.069 -0.865 3.450
O -0.773 -0.206 2.657
C 1.277 -1.317 2.655
C 2.594 -0.944 2.888
C 3.506 -1.077 1.844
C 3.139 -1.429 0.561
C 1.812 -1.770 0.383
C 0.943 -1.860 1.437
N 1.189 -1.802 -0.931
O -0.061 -1.668 -0.929
O 1.838 -1.839 -1.938
N 4.924 -0.712 2.082
O 5.246 -0.485 3.224
O 5.649 -0.665 1.112
H 2.916 -0.538 3.837
H 3.845 -1.400 -0.257
H -0.029 -2.307 1.296
Se -0.333 2.357 1.968
N -0.638 1.533 0.380
C 0.465 1.718 -0.388
C 0.623 1.331 -1.739
C 1.828 1.540 -2.338
C 2.906 2.186 -1.663
C 2.756 2.653 -0.398
C 1.519 2.428 0.268
N 1.252 2.845 1.512
H -0.189 0.853 -2.262
H 1.967 1.221 -3.364
H 3.844 2.328 -2.182
H 3.536 3.205 0.109
*
```

***

#Q
The following is a DFT calculation (ωB97M-V/def2-TZVPD) of C17H17F2IrN4O6PSe as an isolated structure.

Output
**E_HOMO**: -12.80 eV
**M**: 713.5 g mol⁻¹
**Lowest unoccupied orbital energy**: -5.194 eV

```
! wB97M-V def2-TZVPD RIJCOSX def2/J DEFGRID3
* xyz 1 1
Ir -0.620 1.033 1.512
F -1.398 1.334 4.190
C -1.981 1.227 2.969
F -2.840 0.174 3.039
H -2.541 2.144 2.763
C -0.440 -1.714 3.658
P 0.579 -0.505 2.782
C 1.536 0.397 4.029
C 1.874 -1.515 2.007
H 0.192 -2.368 4.259
H -0.982 -2.318 2.929
H -1.159 -1.213 4.303
H 2.039 -0.316 4.684
H 0.904 1.046 4.629
H 2.297 0.996 3.525
H 2.459 -1.971 2.808
H 2.539 -0.895 1.405
H 1.449 -2.312 1.399
O -2.479 3.443 -1.211
C -1.630 2.828 -0.627
O -1.619 2.611 0.673
C -0.463 2.215 -1.372
C -0.673 1.693 -2.647
C 0.380 1.096 -3.304
C 1.661 1.034 -2.781
C 1.831 1.552 -1.520
C 0.798 2.139 -0.798
N 3.142 1.408 -0.866
O 3.142 1.459 0.352
O 4.110 1.240 -1.563
N 0.123 0.419 -4.597
O -1.001 0.481 -5.038
O 1.054 -0.175 -5.097
H -1.650 1.749 -3.110
H 2.470 0.570 -3.326
H 1.022 2.596 0.159
Se -3.462 -0.165 0.234
N -1.651 -0.268 0.404
C -1.176 -1.016 -0.595
C 0.183 -1.301 -0.885
C 0.467 -2.079 -1.962
C -0.550 -2.605 -2.822
C -1.856 -2.341 -2.589
C -2.203 -1.530 -1.465
N -3.445 -1.183 -1.170
H 0.971 -0.883 -0.277
H 1.502 -2.298 -2.195
H -0.257 -3.207 -3.671
H -2.650 -2.709 -3.224
*
```

***

Of them, #Q has the highest stability.